Here is C3H9N3S in the gas phase from OMol25. Energies are from the ωB97M-V functional and the def2-TZVPD basis.

Each line ends with the Mulliken charge.
Geometry (Å):
C -2.184 -0.129 -0.850  -0.898
C -0.055 -0.666 0.163  -0.981
C 1.437 -0.345 0.267  0.617
H -2.656 -0.089 0.137  0.295
H -2.706 0.511 -1.575  0.311
H -2.480 -1.094 -1.333  0.310
H -0.340 0.252 -1.608  0.224
H -0.499 -0.745 1.168  0.515
H -0.036 -1.717 -0.166  0.384
H 3.242 -0.670 -0.130  0.220
H 2.681 1.100 1.054  0.233
H -0.194 2.020 0.913  0.168
N -0.788 0.224 -0.694  -0.242
N 2.309 -0.957 -0.441  -0.670
N 1.735 0.721 1.130  -0.297
S 0.533 1.583 1.964  -0.190

Cartesian forces (eV/Å) of the 3 atoms listed first:
C -1.1 -0.4 -0.6
C 0.9 -1.9 0.3
C -0.3 0.9 0.0

Summary:
Gap between HOMO and LUMO (eV): 9.75
E_HOMO (eV): -8.96
Multiplicity: 1
LUMO (eV): 0.80
SMILES: [H]/N=C(/CNC)NS
Calculated total energy (hartree): -682.1194
ΔE to the lowest compared entry with this formula, charge and spin (kcal/mol): 29.16

Here is C3H9N3S2 in the gas phase from OMol25. Energies are from the ωB97M-V functional and the def2-TZVPD basis.

Each line ends with the Mulliken charge.
Geometry (Å):
C 1.005 -0.618 -1.735  0.360
C -2.611 0.212 -0.286  -0.828
C 0.970 0.397 2.218  -0.715
N -1.296 0.200 0.390  -0.361
N 1.146 0.452 0.754  -0.509
N 1.839 -1.471 -1.100  -0.335
S 0.891 0.097 -3.119  -0.351
S 0.061 0.488 -0.277  0.440
H -3.018 -0.846 -0.538  0.243
H -2.642 0.689 -1.264  0.271
H -3.411 0.759 0.168  0.314
H 0.178 1.126 2.397  0.270
H 1.796 0.677 2.784  0.315
H 0.589 -0.597 2.563  0.221
H 2.622 -1.643 -1.591  0.204
H 1.773 -1.449 -0.122  0.263
H 0.108 1.528 -1.241  0.199

Cartesian forces (eV/Å) of the 3 atoms listed first:
C 0.3 0.3 3.8
C 0.1 -1.8 -1.8
C -3.3 -0.3 -1.5

Summary:
Gap between HOMO and LUMO (eV): 8.57
E_HOMO (eV): -8.49
Multiplicity: 1
LUMO (eV): 0.08
SMILES: CN=[SH](=NC)C(N)=S
Calculated total energy (hartree): -1080.1563
ΔE to the lowest compared entry with this formula, charge and spin (kcal/mol): 100.88

Here is 2 unconnected molecules or ions with the total composition C3H9N4 from OMol25. Energies are from the ωB97M-V functional and the def2-TZVPD basis.

Each line ends with the Mulliken charge.
Geometry (Å):
C -4.049 -0.771 0.024  -0.070
C -0.209 1.577 0.148  -0.759
C 1.071 -0.449 -0.368  -0.297
N 3.260 -0.799 -0.153  -0.450
N -2.913 -0.623 -0.090  -0.331
N 2.114 -0.302 0.310  -0.065
N -0.235 0.106 0.271  -0.031
H -5.089 -0.808 0.425  0.310
H 2.939 -1.553 -0.787  0.294
H 0.197 1.838 -0.898  0.326
H -1.187 2.181 0.214  0.300
H 0.549 1.875 0.881  0.369
H 0.900 -0.794 -1.387  0.353
H 4.007 -0.873 0.614  0.301
H -0.497 -0.247 1.169  0.326
H -0.857 -0.355 -0.372  0.423

Cartesian forces (eV/Å) of the 3 atoms listed first:
C -0.3 0.4 1.3
C 0.0 2.1 -1.4
C -1.2 0.8 1.6

Summary:
Gap between HOMO and LUMO (eV): 10.61
E_HOMO (eV): -13.51
Multiplicity: 1
LUMO (eV): -2.90
Calculated total energy (hartree): -338.3883
Net charge: +1
ΔE to the lowest compared entry with this formula, charge and spin (kcal/mol): 83.17